Computed, not measured: an isolated ion of composition C6H17NOP and charge +1 at a distorted geometry, with ωB97M-V with the def2-TZVPD basis set.

The geometry in ORCA input format:
```
! RIJCOSX wB97M-V def2-TZVPD def2/J DEFGRID3
* xyz 1 1
P 1.231 -0.295 0.911
O 1.604 0.934 -0.188
N -1.034 0.985 0.628
C -1.380 -1.467 0.996
C 2.904 1.441 -0.261
C 2.135 -1.764 0.251
C -0.573 -0.456 0.163
C -0.657 -0.391 -1.387
C -2.331 1.505 0.216
H 0.262 -0.864 -1.770
H 3.639 1.367 0.635
H -1.285 0.897 1.569
H -2.432 1.901 -0.877
H 1.286 -2.440 0.069
H 2.458 -1.421 -0.786
H 3.385 0.885 -1.010
H -3.049 0.768 0.352
H 2.704 2.514 -0.492
H -0.164 1.533 0.418
H -1.208 -1.356 2.082
H -2.526 2.349 0.798
H 2.854 -2.098 0.958
H -1.596 -0.884 -1.793
H -2.459 -1.319 1.010
H -1.211 -2.503 0.703
H -0.694 0.669 -1.729
*
```

LUMO = -2.66 eV
calculated total energy = -709.86370 Ha